Record 1
{"formula": "C12H15CoF9N2O12", "method": "ωB97M-V/def2-TZVPD", "max_force_ev_per_a": 5.56, "relative_energy_kj_mol": 284.2, "orbital_gap_ev": [9.593, 9.806], "e_lumo_ev": [-0.1, -0.2], "molar_mass_g_mol": 609.17, "homo_energy_ev": [-9.690, -10.036], "multiplicity": 4, "s_squared": 3.76, "species": ["Co", "N", "O", "O", "O", "N", "O", "O", "O", "C", "C", "O", "C", "O", "C", "F", "F", "F", "H", "H", "H", "H", "H", "C", "C", "O", "C", "O", "C", "F", "F", "F", "H", "H", "H", "H", "H", "C", "C", "O", "C", "O", "C", "F", "F", "F", "H", "H", "H", "H", "H"], "positions_angstrom": [[0.65661, -0.27992, 0.10224], [-0.33892, -1.34996, 2.26327], [0.84800, -1.20586, 1.99777], [-1.00516, -0.68973, 1.47490], [-0.73593, -2.09875, 3.08085], [2.67388, -0.36275, -1.46194], [3.42965, -0.58262, -2.37424], [2.46126, -1.14255, -0.56077], [1.85978, 0.55429, -1.42235], [-4.95916, 0.35140, -0.58352], [-3.53674, 0.11418, -1.04449], [-3.13832, 1.43910, -1.18454], [-1.93684, 1.84903, -0.96032], [-0.97869, 1.07329, -0.61204], [-1.63789, 3.44429, -1.06769], [-2.76135, 4.07191, -1.28838], [-1.11229, 3.74688, 0.10928], [-0.83763, 3.77550, -2.10138], [-4.99955, 1.08738, 0.21948], [-5.46688, -0.51948, -0.16894], [-5.62547, 0.72179, -1.36259], [-3.45730, -0.39601, -2.00443], [-3.06221, -0.42521, -0.22474], [-0.42543, -4.95271, 0.91287], [-1.32402, -4.16889, -0.05222], [-0.66228, -4.14583, -1.33660], [-0.21447, -2.97980, -1.89138], [-0.29522, -1.85235, -1.30130], [0.50028, -3.23242, -3.26794], [-0.32697, -2.75000, -4.22808], [1.66517, -2.56473, -3.37185], [0.73634, -4.48219, -3.51031], [0.28535, -4.30425, 1.42512], [0.10202, -5.80299, 0.48052], [-0.94034, -5.27846, 1.81666], [-1.71887, -3.23270, 0.34241], [-2.20186, -4.78258, -0.25441], [4.72849, 3.76404, 0.54571], [3.38086, 2.96699, 0.67250], [2.82645, 2.99407, 1.94829], [1.57494, 2.39496, 2.11602], [1.14355, 1.74135, 1.20774], [1.01111, 2.58265, 3.51242], [-0.18876, 3.02741, 3.37962], [0.99509, 1.38764, 4.03360], [1.72457, 3.36715, 4.30294], [5.01947, 3.86883, -0.49949], [5.59496, 3.19968, 0.89041], [4.56793, 4.76164, 0.95451], [3.51135, 1.94408, 0.31933], [2.59148, 3.35311, 0.02760]], "lowdin_spin": [2.764, 0.001, 0.042, 0.035, 0.005, 0.001, 0.002, 0.046, 0.046, 0.000, 0.000, 0.001, 0.003, 0.015, 0.000, 0.000, 0.000, 0.000, 0.000, 0.000, 0.000, 0.000, 0.000, 0.000, 0.000, 0.003, 0.005, 0.011, 0.000, 0.000, 0.000, 0.000, 0.000, 0.000, 0.000, 0.000, 0.000, 0.000, 0.000, 0.002, 0.003, 0.013, 0.000, 0.000, 0.000, 0.000, 0.000, 0.000, 0.000, 0.000, 0.000]}

Record 2
{"formula": "C12H15FIN2O3PS3", "method": "ωB97M-V/def2-TZVPD", "max_force_ev_per_a": 7.81, "orbital_gap_ev": 5.983, "e_lumo_ev": -2.7, "molar_mass_g_mol": 508.34, "homo_energy_ev": -8.658, "multiplicity": 1, "smiles": "O=S(=O)(F)c1cc2nsnc2c([PH2]=S)c1CCCI.CC(C)=O", "species": ["O", "S", "O", "F", "C", "C", "C", "N", "S", "N", "C", "C", "P", "S", "C", "C", "C", "C", "I", "H", "H", "H", "H", "H", "H", "H", "H", "H", "C", "C", "C", "O", "H", "H", "H", "H", "H", "H"], "positions_angstrom": [[3.31757, 1.91987, -2.24810], [1.77425, 1.60803, -2.29754], [1.08014, 2.80880, -3.03917], [1.38931, 0.18270, -3.16946], [1.08010, 1.56684, -0.52951], [0.16976, 2.88260, -0.08105], [-0.53671, 3.07325, 1.39607], [-1.39665, 4.23689, 1.91288], [-1.68572, 3.68634, 3.55671], [-0.88417, 2.14084, 3.75043], [-0.21788, 1.83366, 2.42077], [0.70685, 0.51464, 2.04643], [0.95203, -0.76103, 3.48564], [2.51474, -0.08564, 4.50033], [1.37589, 0.33084, 0.53397], [2.28596, -0.99529, 0.13092], [1.24850, -2.30410, 0.19188], [2.06528, -3.69392, 0.60218], [1.22015, -5.33479, -0.61643], [0.00374, 3.76188, -0.85497], [-0.17991, -0.74509, 4.41845], [1.28946, -2.08556, 3.03097], [2.69123, -0.93562, -0.98445], [3.16759, -1.15793, 0.90857], [0.77087, -2.45084, -0.88335], [0.38505, -2.16604, 0.97369], [1.90007, -3.99548, 1.74474], [3.19663, -3.59645, 0.30931], [-4.00296, -0.79849, -2.23856], [-2.68478, -0.33596, -1.67770], [-2.09133, 0.92378, -2.24946], [-2.11453, -0.96317, -0.78657], [-4.30976, -1.71958, -1.73154], [-4.76675, -0.03531, -2.06994], [-3.90024, -1.00488, -3.30690], [-2.77001, 1.76382, -2.08132], [-1.90349, 0.79425, -3.31829], [-1.14030, 1.13616, -1.74964]], "lowdin_charge": [-0.343, 0.873, -0.371, -0.248, -0.168, 0.065, -0.227, -0.254, 0.906, -0.282, -0.215, -0.239, 0.352, 0.044, -0.072, -0.148, -0.317, -0.636, 0.660, 0.121, -0.002, -0.040, 0.122, 0.133, 0.086, 0.085, 0.059, 0.062, -0.025, -0.483, -0.019, 0.040, 0.085, 0.087, 0.088, 0.094, 0.095, 0.032]}